one) Entry from the OMol25 dataset: one molecule with the formula C5H12NO (ωB97M-V with the def2-TZVPD basis set).

Element x y z (Å)
C1 -0.77 1.74 0.37
O1 -2.04 1.71 1.03
C2 -0.27 0.25 0.24
C3 0.97 0.20 -0.69
C4 1.32 -1.26 -0.84
C5 0.77 -1.93 -1.85
N1 -0.13 -0.33 1.60
H1 -0.81 2.24 -0.61
H2 -0.26 2.21 1.22
H3 -2.79 1.37 0.54
H4 -1.07 -0.27 -0.30
H5 1.75 0.78 -0.18
H6 0.73 0.74 -1.61
H7 1.92 -1.81 -0.12
H8 0.11 -1.31 -2.48
H9 1.07 -2.92 -2.17
H10 -0.74 -1.20 1.62
H11 0.86 -0.48 1.95
H12 -0.61 0.27 2.29

The spin multiplicity is 2. Its LUMO energy (alpha / beta) is 0.699 / 0.537 eV. The frontier orbital gap (alpha / beta) is 0.154 / 0.384 Ha.

***

two) Entry from the OMol25 dataset: one molecule with the formula C5H12NO (ωB97M-V with the def2-TZVPD basis set).

Element x y z (Å)
C1 -0.39 1.21 -0.80
C2 -0.03 -0.10 0.10
C3 0.79 -1.03 -0.81
C4 -0.22 -1.67 -1.83
N1 0.68 0.25 1.34
C5 -0.18 1.11 2.44
O1 -1.01 0.50 3.35
H1 -0.42 0.92 -1.86
H2 -1.27 1.84 -0.54
H3 0.48 1.87 -0.59
H4 -0.94 -0.50 0.48
H5 1.56 -0.40 -1.43
H6 1.49 -1.63 -0.24
H7 -0.45 -1.03 -2.64
H8 -1.11 -1.90 -1.24
H9 0.13 -2.57 -2.32
H10 0.92 -0.62 1.93
H11 0.64 1.78 2.87
H12 -0.66 1.98 1.80

The spin multiplicity is 2. Its LUMO energy (alpha / beta) is 1.042 / -1.904 eV. The frontier orbital gap (alpha / beta) is 0.374 / 0.265 Ha.

***

Verdict on stability: two) comes out on top.

***

one) Entry from the OMol25 dataset: a 2-piece molecular cluster, C5H7N2OPS overall (ωB97M-V with the def2-TZVPD basis set).

Element x y z (Å)
C1 -0.39 -0.62 1.08
C2 -1.62 -0.01 1.11
C3 0.67 0.03 1.67
C4 -1.96 1.00 1.97
C5 0.30 1.17 2.38
N1 -0.84 1.57 2.60
N2 0.28 0.40 -2.47
O1 1.37 -1.63 -1.39
P1 1.64 -0.07 -1.60
S1 3.05 -0.02 -3.17
H1 -0.05 -1.43 0.46
H2 -2.33 -0.46 0.48
H3 1.55 -0.55 1.85
H4 -2.95 1.36 1.92
H5 0.27 1.40 -2.51
H6 -0.50 -0.08 -2.11
H7 1.50 -2.05 -2.28

The spin multiplicity is 1. Its LUMO energy (alpha / beta) is 0.170 / -2.470 eV. The frontier orbital gap (alpha / beta) is 0.333 / 0.206 Ha.

***

two) Entry from the OMol25 dataset: one molecule with the formula C5H7N2OPS (ωB97M-V with the def2-TZVPD basis set).

Element x y z (Å)
C1 2.00 0.70 -0.20
C2 1.29 1.42 -1.23
C3 1.19 -0.19 0.41
C4 -0.64 0.25 -0.82
C5 1.79 -0.87 1.51
N1 0.06 1.26 -1.53
N2 -0.06 -0.37 0.22
O1 -4.39 -1.30 0.71
P1 -2.49 -0.07 -0.84
S1 -2.91 -1.44 0.71
H1 3.09 0.75 0.05
H2 1.69 2.23 -1.75
H3 2.73 -0.40 1.90
H4 1.01 -0.89 2.31
H5 2.01 -1.84 1.12
H6 -3.54 0.83 -0.36
H7 -2.80 -0.07 -2.24

The spin multiplicity is 1. Its LUMO energy (alpha / beta) is -0.823 / -0.823 eV. The frontier orbital gap (alpha / beta) is 0.236 / 0.236 Ha.

***

Verdict on stability: one) comes out on top.

***

one) Entry from the OMol25 dataset: CCl4OS as an isolated structure (ωB97M-V with the def2-TZVPD basis set).

Element x y z (Å)
C1 -0.96 -0.77 -0.59
O1 1.33 -1.00 0.88
S1 0.35 -0.08 0.45
Cl1 -2.03 0.35 -1.10
Cl2 0.92 -0.58 -2.05
Cl3 1.19 1.79 0.27
Cl4 -0.79 0.29 2.13

The spin multiplicity is 1. Its LUMO energy is -1.967 eV. The frontier orbital gap is 0.307 Ha.

***

two) Entry from the OMol25 dataset: CCl4OS as an isolated structure (ωB97M-V with the def2-TZVPD basis set).

Element x y z (Å)
C1 1.10 -1.17 -0.16
O1 -1.31 0.05 0.63
S1 -0.39 0.57 -0.34
Cl1 1.71 -0.42 1.22
Cl2 0.02 -2.38 0.15
Cl3 0.44 2.16 0.48
Cl4 -1.56 1.19 -1.97

The spin multiplicity is 1. Its LUMO energy is -1.807 eV. The frontier orbital gap is 0.261 Ha.

***

Verdict on stability: two) comes out on top.

***

one) Entry from the OMol25 dataset: one molecule with the formula CHN3O3S (ωB97M-V with the def2-TZVPD basis set).

Element x y z (Å)
C1 -2.12 0.76 0.32
N1 -2.84 1.61 0.46
N2 -0.79 -0.54 -0.80
N3 1.97 -0.15 0.21
O1 1.66 -1.19 0.74
O2 2.98 0.51 0.32
O3 -1.36 -0.21 0.44
S1 0.97 0.72 -0.96
H1 -0.47 -1.51 -0.72

The spin multiplicity is 1. The SMILES is N#CONS[N+](=O)[O-]. Its LUMO energy is -1.926 eV. The frontier orbital gap is 0.329 Ha.

***

two) Entry from the OMol25 dataset: a 2-piece molecular cluster, CHN3O3S overall (ωB97M-V with the def2-TZVPD basis set).

Element x y z (Å)
C1 -0.10 2.62 0.38
N1 -0.09 3.60 0.97
N2 -0.42 0.34 0.04
N3 3.10 -0.39 -0.45
O1 2.08 -0.79 -0.99
O2 4.14 -0.17 -0.99
O3 -0.17 1.56 -0.38
S1 2.67 0.21 1.18
H1 -0.34 -0.25 -0.80

The spin multiplicity is 1. Its LUMO energy (alpha / beta) is -3.466 / -1.143 eV. The frontier orbital gap (alpha / beta) is 0.254 / 0.375 Ha.

***

Verdict on stability: one) comes out on top.

***

one) Entry from the OMol25 dataset: C19H21ILaN3O6S2 as an isolated structure (ωB97M-V with the def2-TZVPD basis set).

Element x y z (Å)
La1 -0.18 0.06 0.25
O1 -1.18 1.21 -4.06
C1 -1.07 1.31 -2.75
O2 -0.22 0.71 -2.12
C2 -2.09 2.22 -2.11
O3 -2.19 1.96 -0.73
C3 -1.71 3.03 0.11
C4 -0.15 3.02 0.15
O4 0.46 3.93 -0.39
O5 0.35 2.01 0.74
H1 -0.54 0.58 -4.43
H2 -3.07 2.04 -2.59
H3 -1.80 3.26 -2.31
H4 -2.10 2.83 1.11
H5 -2.09 4.00 -0.25
C5 3.19 -2.29 1.75
C6 2.91 -1.27 0.69
C7 2.52 -1.67 -0.60
C8 2.41 -0.75 -1.64
C9 2.11 -1.22 -3.03
C10 2.67 0.60 -1.37
C11 3.02 1.03 -0.09
C12 3.37 2.47 0.16
C13 3.12 0.08 0.93
H6 4.24 -2.56 1.73
H7 2.61 -3.20 1.61
H8 2.97 -1.90 2.74
H9 2.38 -2.73 -0.81
H10 1.17 -1.78 -3.05
H11 2.89 -1.89 -3.38
H12 2.04 -0.39 -3.72
H13 2.65 1.32 -2.18
H14 2.70 3.13 -0.40
H15 4.39 2.66 -0.16
H16 3.28 2.71 1.21
H17 3.44 0.40 1.92
S1 -2.22 0.30 2.09
C14 -1.65 -0.79 3.33
C15 -2.11 -0.49 4.63
N1 -2.51 -0.21 5.67
C16 -0.82 -1.86 3.14
S2 -0.12 -2.36 1.61
C17 -0.48 -2.71 4.20
N2 -0.19 -3.44 5.04
N3 -3.05 -2.49 0.56
C18 -3.03 -1.50 -0.32
O6 -1.99 -1.16 -0.91
C19 -4.34 -0.84 -0.65
I1 -4.47 -0.66 -2.78
H18 -2.12 -2.82 0.89
H19 -3.85 -2.69 1.13
H20 -4.34 0.17 -0.24
H21 -5.21 -1.39 -0.30

The spin multiplicity is 1. Its LUMO energy is -0.399 eV. The frontier orbital gap is 0.264 Ha.

***

two) Entry from the OMol25 dataset: C19H21ILaN3O6S2 as an isolated structure (ωB97M-V with the def2-TZVPD basis set).

Element x y z (Å)
La1 0.32 -0.77 0.36
O1 4.10 -1.82 -2.47
C1 3.28 -1.48 -1.51
O2 2.07 -1.63 -1.55
C2 4.00 -0.86 -0.32
O3 3.10 -0.21 0.55
C3 3.00 1.20 0.31
C4 2.05 1.51 -0.89
O4 2.41 2.29 -1.75
O5 0.93 0.90 -0.86
H1 3.64 -2.17 -3.26
H2 4.77 -0.19 -0.70
H3 4.47 -1.67 0.24
H4 3.99 1.63 0.16
H5 2.54 1.62 1.21
C5 -0.72 2.44 3.24
C6 -1.20 2.08 1.87
C7 -2.01 0.96 1.67
C8 -2.56 0.69 0.41
C9 -3.56 -0.43 0.24
C10 -2.24 1.53 -0.66
C11 -1.39 2.62 -0.49
C12 -1.02 3.50 -1.64
C13 -0.89 2.89 0.78
H6 -1.51 2.27 3.97
H7 -0.42 3.48 3.28
H8 0.13 1.82 3.53
H9 -2.32 0.37 2.53
H10 -3.06 -1.38 0.04
H11 -4.23 -0.22 -0.59
H12 -4.15 -0.54 1.15
H13 -2.70 1.36 -1.62
H14 -0.03 3.21 -2.00
H15 -0.96 4.54 -1.34
H16 -1.73 3.40 -2.46
H17 -0.28 3.77 0.92
S1 0.88 -0.74 3.04
C14 0.40 -2.37 3.49
C15 0.27 -2.54 4.88
N1 0.15 -2.64 6.02
C16 0.14 -3.42 2.65
S2 0.23 -3.45 0.91
C17 -0.28 -4.64 3.22
N2 -0.65 -5.64 3.64
N3 -1.88 -2.26 -3.51
C18 -1.19 -1.41 -2.73
O6 -1.19 -1.52 -1.51
C19 -0.47 -0.30 -3.44
I1 1.12 -1.14 -4.61
H18 -2.34 -3.05 -3.07
H19 -1.87 -2.20 -4.51
H20 -0.01 0.37 -2.71
H21 -1.11 0.24 -4.13

The spin multiplicity is 1. Its LUMO energy is -0.912 eV. The frontier orbital gap is 0.234 Ha.

***

Verdict on stability: one) comes out on top.